{"formula": "ClH5SSb", "method": "wB97M-V/def2-TZVPD", "elements": ["H", "Cl", "H", "H", "H", "S", "Sb", "H"], "coordinates": [[-1.072, 1.105, -0.496], [1.808, 1.625, -0.078], [0.460, -0.044, -2.170], [-1.050, 0.687, 2.197], [1.306, -1.305, -0.144], [-0.372, -0.445, 2.042], [0.044, -0.199, -0.492], [-1.125, -1.422, -0.858]], "e_tot_ha": -1101.59301, "total_charge": -1, "gap_ev": 8.195}

***

{"formula": "C2H7NO2", "method": "wB97M-V/def2-TZVPD", "elements": ["H", "H", "H", "C", "H", "H", "N", "C", "H", "O", "H", "O"], "coordinates": [[-1.911, 1.186, -0.445], [-0.360, 1.227, 0.488], [0.936, -0.763, -0.024], [-1.191, -0.723, 0.082], [-1.745, 0.849, 1.358], [1.863, 0.943, -1.077], [0.078, -1.237, 0.216], [-1.331, 0.743, 0.355], [3.293, 0.820, -0.586], [-2.144, -1.424, -0.179], [0.122, -2.242, 0.140], [2.391, 0.622, -0.327]], "smiles": "CC(N)=O.O", "e_tot_ha": -285.65551, "total_charge": 0, "gap_ev": 10.000}

***

{"formula": "C3H3N3", "method": "wB97M-V/def2-TZVPD", "elements": ["N", "H", "C", "C", "N", "C", "H", "H", "N"], "coordinates": [[1.962, -0.803, 1.069], [-0.751, 1.805, -1.718], [-0.289, 0.388, -0.303], [-0.401, 1.624, -0.733], [1.521, 0.159, 1.385], [-0.456, -0.880, -0.109], [-0.135, 2.427, -0.153], [-0.821, -2.818, 0.043], [-0.632, -1.902, 0.519]], "smiles": "C=C=C=N.N#N", "e_tot_ha": -280.29844, "total_charge": 0, "gap_ev": 8.606}

***

{"formula": "C7H7IO2", "method": "wB97M-V/def2-TZVPD", "elements": ["H", "H", "C", "C", "I", "C", "H", "O", "H", "C", "O", "H", "C", "C", "C", "H", "H"], "coordinates": [[-1.281, -1.785, 2.340], [-2.795, -0.642, -1.343], [-1.216, -1.251, 1.387], [0.143, 0.001, -0.003], [3.390, -0.533, 0.282], [-0.003, -0.598, 1.161], [0.856, -0.523, 1.926], [1.807, 1.173, -1.538], [-0.591, 0.756, -1.929], [-2.178, -1.215, 0.399], [1.867, 2.012, 0.678], [2.508, 0.721, -2.013], [1.800, 0.880, -0.220], [-0.794, 0.210, -0.989], [-2.018, -0.472, -0.759], [-3.241, -1.529, 0.424], [1.747, 2.795, 0.195]], "smiles": "OC(O)(I)c1ccccc1", "e_tot_ha": -719.02931, "total_charge": 0, "gap_ev": 9.703}

***

{"formula": "C28H27ClN4O6S", "method": "wB97M-V/def2-TZVPD", "elements": ["C", "C", "H", "C", "H", "C", "H", "H", "S", "C", "N", "C", "C", "N", "C", "C", "H", "H", "C", "C", "H", "H", "C", "H", "H", "O", "C", "H", "O", "C", "O", "H", "N", "C", "H", "C", "C", "O", "H", "C", "H", "H", "H", "C", "H", "N", "C", "C", "C", "O", "Cl", "C", "H", "H", "H", "C", "O", "C", "H", "H", "C", "C", "H", "H", "H", "C", "H"], "coordinates": [[-4.425, 3.441, 0.945], [-2.440, -2.897, 2.685], [0.476, 3.108, -4.008], [-2.436, -4.270, 2.907], [-4.850, 4.406, 1.223], [-0.642, 1.871, -1.836], [-2.977, 4.562, -0.284], [5.205, -2.040, -0.636], [-0.864, -0.567, 2.152], [1.167, -2.155, 2.203], [0.775, -0.898, 1.829], [3.778, -3.625, -0.471], [-1.231, -2.277, 2.473], [2.569, 0.685, -3.033], [2.940, 1.213, -5.325], [1.850, -1.637, -0.851], [3.494, -0.300, -1.008], [1.242, 2.749, -1.234], [1.490, -2.970, -0.680], [-2.671, 3.152, 2.550], [-3.357, -2.330, 2.676], [4.519, -4.393, -0.315], [3.215, 0.501, -4.171], [-4.779, 2.787, 3.007], [0.902, -4.885, 2.694], [-1.509, -0.080, 0.972], [-4.071, 2.634, 2.195], [1.689, 2.753, -6.151], [2.314, -2.525, 2.290], [1.418, 1.179, 0.569], [-0.964, 0.241, 3.325], [0.576, -0.556, -2.145], [-1.229, 2.480, -0.802], [-0.034, -4.348, 2.700], [-2.003, 2.346, 2.863], [1.262, 2.374, -4.086], [-2.655, 2.444, -0.575], [-2.147, 3.785, 1.387], [2.707, -0.308, 1.473], [1.938, 2.172, -5.275], [-3.371, -4.783, 3.073], [-5.115, 2.924, 0.282], [-2.709, 3.908, 3.343], [0.897, 1.804, -1.673], [-3.164, 2.479, -1.540], [1.179, 0.762, -0.690], [0.800, -0.585, -1.074], [1.608, 1.595, -2.984], [1.736, 0.164, 1.665], [1.475, 2.365, 0.855], [-0.189, -3.423, -0.687], [3.204, -1.326, -0.841], [2.120, -4.984, -0.359], [3.986, -0.259, -4.144], [1.799, 0.744, 2.595], [-3.049, 3.642, 0.307], [-1.228, 1.395, -2.788], [-0.037, -2.980, 2.471], [-4.028, 1.570, 1.965], [-1.268, -6.050, 3.089], [4.159, -2.307, -0.649], [-1.247, -4.984, 2.916], [-2.907, 1.505, -0.070], [3.489, 1.025, -6.235], [-0.690, 2.794, -0.003], [2.437, -3.961, -0.492], [-0.130, -0.859, -0.564]], "smiles": "O=C(NC[C@H]1CCCO1)[C@H](c1ccccn1)N(Cc1ccccc1Cl)C(=O)CN1C(=O)c2ccccc2S1(=O)=O", "e_tot_ha": -2612.08401, "total_charge": 0, "gap_ev": 8.743}

***

{"formula": "C4H4O3S", "method": "wB97M-V/def2-TZVPD", "elements": ["C", "O", "H", "H", "S", "C", "H", "C", "H", "C", "O", "O"], "coordinates": [[0.781, 1.328, -0.162], [-1.576, 0.087, 1.675], [2.263, -0.612, 0.536], [-0.812, 0.684, -2.229], [1.199, -1.371, 0.097], [-1.218, 0.047, 0.573], [-0.789, -1.061, -1.952], [0.104, 0.003, -0.243], [0.148, 2.187, -0.451], [-0.812, -0.089, -1.449], [-2.008, 0.065, -0.599], [1.943, 1.475, 0.204]], "smiles": "O=C[C@]1(S)COC1=O", "e_tot_ha": -778.69097, "total_charge": 0, "gap_ev": 9.882}

***

{"formula": "C4H6Br2Si", "method": "wB97M-V/def2-TZVPD", "elements": ["H", "C", "Si", "H", "Br", "C", "H", "H", "C", "Br", "C", "H", "H"], "coordinates": [[1.215, 0.133, -1.315], [1.875, 2.549, 0.776], [-0.221, -0.308, 0.602], [-0.618, -0.056, 1.915], [-3.288, -0.063, 0.322], [-1.574, 0.502, -0.341], [2.193, -0.433, -0.001], [-0.235, -1.762, 0.298], [1.601, 1.576, 0.144], [2.223, 4.112, 1.546], [1.310, 0.293, -0.309], [-1.618, 1.563, -0.441], [-1.504, -0.014, -1.380]], "e_tot_ha": -5593.42938, "total_charge": 0, "gap_ev": 9.865}

***

{"formula": "CdCuH66O41P2Pb", "method": "wB97M-V/def2-TZVPD", "elements": ["H", "H", "O", "O", "H", "H", "H", "H", "H", "H", "O", "H", "P", "O", "H", "H", "O", "H", "O", "O", "O", "H", "O", "O", "H", "H", "H", "H", "H", "O", "H", "O", "H", "O", "H", "H", "O", "Cu", "H", "O", "H", "O", "H", "O", "O", "H", "O", "O", "O", "O", "H", "H", "O", "O", "H", "H", "H", "H", "H", "H", "H", "H", "H", "H", "H", "O", "H", "H", "H", "H", "H", "O", "H", "O", "O", "O", "H", "H", "O", "O", "H", "H", "H", "O", "H", "H", "H", "H", "H", "H", "O", "H", "H", "H", "O", "O", "H", "H", "Cd", "H", "O", "O", "H", "P", "Pb", "H", "H", "O", "O", "H", "O", "O"], "coordinates": [[16.459, 8.896, 12.702], [10.471, 8.843, 6.679], [12.162, 8.574, 10.382], [9.756, 12.325, 14.055], [9.003, 11.659, 14.169], [13.574, 17.867, 11.619], [11.128, 15.111, 10.111], [12.636, 9.379, 10.106], [17.327, 7.627, 10.094], [7.194, 13.338, 8.317], [13.543, 8.654, 13.093], [15.338, 12.975, 13.391], [13.586, 11.927, 11.144], [12.118, 12.041, 11.620], [13.533, 14.585, 10.158], [15.743, 16.939, 10.698], [15.643, 13.813, 13.823], [15.539, 9.175, 10.196], [13.279, 6.148, 11.764], [17.599, 6.797, 10.509], [7.787, 10.326, 13.702], [8.801, 12.638, 11.333], [11.617, 15.731, 13.338], [7.889, 12.799, 8.704], [10.011, 14.736, 9.154], [11.050, 14.065, 16.071], [11.479, 8.387, 9.754], [18.110, 9.650, 10.496], [17.041, 12.133, 11.404], [11.161, 12.695, 5.686], [8.009, 15.096, 5.253], [10.701, 12.002, 8.117], [13.319, 7.907, 12.549], [14.148, 13.186, 10.526], [16.712, 14.878, 10.426], [14.440, 16.300, 6.939], [15.651, 11.792, 7.829], [10.801, 12.271, 10.034], [15.346, 10.304, 15.967], [13.139, 15.497, 9.768], [19.302, 10.345, 9.991], [10.180, 14.831, 10.146], [15.388, 14.807, 8.124], [15.028, 17.545, 10.338], [12.268, 13.845, 7.668], [11.101, 9.274, 11.692], [14.292, 11.516, 12.462], [12.601, 13.558, 14.723], [8.624, 11.650, 11.331], [16.030, 8.667, 9.512], [10.424, 10.122, 7.451], [14.132, 8.343, 13.774], [9.722, 14.110, 7.301], [15.986, 6.574, 12.746], [13.382, 8.674, 7.391], [11.977, 9.432, 3.919], [7.720, 15.632, 6.643], [14.360, 9.402, 6.640], [8.029, 8.432, 16.435], [10.215, 15.295, 15.457], [12.362, 18.631, 11.136], [14.302, 11.638, 5.708], [13.505, 13.956, 14.774], [14.210, 6.331, 11.618], [16.037, 5.659, 12.868], [7.509, 15.804, 5.724], [16.030, 12.666, 7.890], [15.903, 10.175, 12.429], [7.616, 10.772, 12.863], [8.115, 11.698, 10.493], [8.628, 13.067, 8.091], [17.138, 15.194, 11.253], [12.509, 9.870, 5.231], [13.618, 10.797, 10.089], [14.495, 15.330, 6.813], [14.802, 10.742, 15.351], [12.616, 15.146, 9.007], [12.022, 16.546, 13.054], [17.758, 12.136, 10.777], [19.077, 9.410, 10.274], [13.591, 14.899, 6.979], [17.965, 12.998, 10.338], [18.538, 6.604, 10.554], [10.172, 14.473, 16.003], [11.971, 12.114, 5.579], [16.028, 11.259, 8.569], [8.065, 9.839, 17.151], [16.546, 14.823, 11.908], [8.504, 9.689, 13.445], [15.280, 13.884, 9.396], [13.550, 11.262, 6.130], [15.481, 8.561, 8.682], [15.242, 10.421, 14.541], [16.382, 13.521, 14.426], [10.384, 9.631, 12.327], [15.941, 14.210, 8.710], [11.197, 15.296, 12.585], [16.580, 6.691, 11.924], [13.357, 11.927, 8.148], [14.293, 17.013, 10.026], [16.636, 9.804, 12.979], [14.331, 8.529, 7.143], [9.842, 10.244, 11.723], [10.945, 13.170, 7.162], [12.431, 10.949, 13.705], [9.692, 12.972, 14.795], [12.149, 14.227, 14.143], [8.612, 9.051, 16.931], [11.936, 9.171, 4.847], [12.761, 6.599, 11.037], [12.701, 18.218, 11.909], [10.470, 9.158, 7.606]], "e_tot_ha": -5808.93525, "total_charge": -1, "gap_ev": 8.684}